# 1
# CH2F2O2

A cluster of 2 separate species, CH2F2O2 in total at a distorted geometry (ωB97M-V/def2-TZVPD, the Open Molecules 2025 dataset).

Properties
- SMILES = O=C(O)F.F
- frontier orbital gap (eV) = 13.2
- LUMO level (eV) = 0.577
- HOMO level (eV) = -12.63

Positions of all 7 atoms, in Å:
F 1.82 0.19 0.20
F -2.18 -0.09 0.15
O -0.40 1.12 -0.27
O -0.31 -1.12 0.03
C -0.86 0.05 -0.06
H 1.25 0.91 -0.06
H 0.67 -1.07 0.01

# 2
# C5H10NO3

A cluster of 2 separate species, C5H10NO3 in total at a distorted geometry (ωB97M-V/def2-TZVPD, the Open Molecules 2025 dataset).

Properties
- frontier orbital gap (eV) = 8.8
- LUMO level (eV) = 3.850
- HOMO level (eV) = -4.95
- total charge = -1

Positions of all 19 atoms, in Å:
O 0.14 -0.99 3.08
O 0.23 0.62 -3.18
O -0.16 -0.87 -1.51
N -0.27 -1.31 0.99
C 2.22 -0.34 -2.11
C 0.61 -0.17 -2.35
C -0.79 0.92 1.86
C -1.70 1.17 0.61
C -0.29 -0.46 2.00
H 2.43 -1.35 -1.93
H 2.51 0.19 -1.24
H -1.88 2.28 0.46
H -0.36 -0.98 0.00
H 2.80 -0.34 -2.96
H -1.32 1.14 2.89
H -0.28 -2.41 1.13
H -1.23 0.68 -0.38
H -2.66 0.62 0.62
H 0.02 1.61 2.03

# 3
# C35H42BaN6O2P2S5

A structure of composition C35H42BaN6O2P2S5 at a distorted geometry (ωB97M-V/def2-TZVPD, the Open Molecules 2025 dataset).

Properties
- frontier orbital gap (eV) = 6.2
- LUMO level (eV) = -0.780
- HOMO level (eV) = -6.99

Positions of all 93 atoms, in Å:
Ba -16.97 -6.04 -16.25
S -10.05 -2.98 -14.81
S -20.49 -1.85 -17.49
S -13.89 -6.82 -16.50
S -15.23 -0.86 -14.20
S -11.91 -4.67 -16.33
P -21.40 -6.27 -15.72
P -19.26 -8.95 -15.87
O -15.96 -9.01 -16.23
O -16.44 -8.11 -14.30
N -16.33 -3.00 -15.01
N -12.41 -6.14 -14.33
N -22.10 -7.30 -13.31
N -11.40 -5.23 -13.95
N -18.47 -3.32 -17.00
N -20.61 -9.61 -13.59
C -22.10 -10.18 -10.33
C -18.30 -2.17 -16.29
C -9.63 -5.14 -12.28
C -18.50 -10.44 -15.11
C -15.31 -2.55 -14.34
C -23.41 -5.71 -17.54
C -20.54 -8.68 -14.52
C -24.04 -5.19 -15.17
C -14.26 -3.42 -13.72
C -21.25 -10.81 -16.69
C -22.14 -8.25 -12.35
C -23.28 -6.17 -16.09
C -11.92 -5.47 -11.58
C -11.49 -5.54 -10.26
C -19.31 -1.27 -16.38
C -21.40 -9.44 -12.50
C -10.99 -5.26 -12.58
C -20.20 -9.86 -17.25
C -21.00 -4.73 -14.82
C -21.41 -10.41 -11.49
C -19.58 -3.28 -17.71
C -20.88 -8.94 -18.23
C -12.74 -5.95 -15.57
C -23.89 -7.58 -15.97
C -17.07 -1.96 -15.48
C -21.34 -7.51 -14.37
C -9.22 -5.24 -10.95
C -11.07 -4.29 -14.88
C -16.62 -0.72 -15.15
C -22.87 -9.01 -10.19
C -10.15 -5.41 -9.92
C -22.91 -8.05 -11.18
C -19.12 -10.64 -18.02
C -19.99 -4.37 -18.63
C -15.94 -8.95 -15.03
H -23.48 -8.86 -9.31
H -22.05 -10.89 -9.52
H -18.12 -10.17 -14.12
H -8.91 -5.01 -13.09
H -23.34 -8.29 -16.56
H -8.18 -5.22 -10.72
H -21.59 -11.48 -17.49
H -19.22 -11.26 -15.02
H -20.91 -11.40 -15.85
H -20.15 -8.28 -18.75
H -22.87 -6.36 -18.25
H -13.28 -3.10 -14.06
H -21.63 -8.31 -17.77
H -19.58 -10.99 -18.93
H -15.39 -9.76 -14.53
H -19.41 -0.34 -15.85
H -18.73 -11.48 -17.45
H -23.93 -7.92 -14.94
H -23.50 -7.16 -11.09
H -21.35 -9.55 -19.00
H -25.06 -5.13 -15.55
H -23.62 -4.17 -15.20
H -18.24 -10.03 -18.31
H -23.08 -4.68 -17.72
H -22.10 -10.21 -16.36
H -24.91 -7.52 -16.34
H -20.81 -11.29 -11.62
H -12.21 -5.70 -9.47
H -17.65 -10.77 -15.71
H -24.46 -5.76 -17.83
H -19.97 -4.84 -14.42
H -14.29 -3.33 -12.62
H -21.00 -3.90 -15.53
H -21.67 -4.52 -14.00
H -20.84 -4.09 -19.26
H -20.31 -5.23 -18.05
H -19.19 -4.70 -19.30
H -24.06 -5.55 -14.14
H -14.35 -4.48 -13.96
H -12.97 -5.62 -11.80
H -17.04 0.22 -15.42
H -9.84 -5.51 -8.90

# 4
# C3H4OS2

An isolated molecule of C3H4OS2 at a distorted geometry (ωB97M-V/def2-TZVPD, the Open Molecules 2025 dataset).

Properties
- SMILES = C=COC(=S)S
- frontier orbital gap (eV) = 8.9
- LUMO level (eV) = -0.164
- HOMO level (eV) = -9.06

Positions of all 10 atoms, in Å:
S 2.91 0.84 0.10
S 1.44 -1.73 0.09
O 0.35 0.70 0.06
C -2.02 0.80 0.05
C 1.56 0.01 0.10
C -0.92 0.10 0.14
H -2.94 0.41 0.08
H 2.65 -2.08 -0.57
H -2.19 1.91 -0.30
H -0.85 -0.97 0.24

# 5
# C39H32N5OPSm

A structure of composition C39H32N5OPSm at a distorted geometry (ωB97M-V/def2-TZVPD, the Open Molecules 2025 dataset).

Properties
- frontier orbital gap (alpha / beta) (eV) = 6.9 / 7.1
- ⟨S²⟩ = 8.77
- multiplicity = 6
- LUMO level (alpha / beta) (eV) = -2.563 / -2.499
- HOMO level (alpha / beta) (eV) = -9.51 / -9.56
- total charge = +1

Positions of all 79 atoms, in Å:
Sm 0.07 -0.14 -0.36
P 1.05 -2.78 0.15
O 1.72 -0.05 0.81
N -1.59 1.26 0.18
N -1.43 -0.85 -1.98
N -2.51 -1.08 -1.20
N 0.49 1.91 -1.46
N 0.51 3.08 -0.81
C 5.09 -3.58 -0.30
C 1.78 3.34 -2.60
C 3.73 -3.77 -0.12
C -1.02 -2.05 -2.39
C 1.79 -2.86 2.88
C -0.14 5.99 3.11
C 1.28 3.97 -1.48
C -0.49 4.73 2.36
C 0.90 -5.08 -1.35
C 2.38 -0.32 -0.24
C 3.41 -1.37 -0.14
C 2.87 -2.67 -0.03
C -3.40 -0.03 -0.79
C -0.18 3.29 0.42
C -4.75 -0.20 -1.08
C -0.51 -1.55 3.72
C 1.26 2.05 -2.54
C -0.18 -6.68 0.63
C -1.85 -3.06 -1.90
C -1.46 3.85 2.83
C -0.33 -1.83 2.37
C -2.92 1.15 -0.18
C 1.60 -2.57 4.22
C -7.15 0.56 -1.09
C 0.04 -7.20 -0.64
C -1.18 2.41 0.89
C 0.59 -6.40 -1.63
C 0.82 -2.50 1.95
C 4.78 -1.19 -0.32
C -5.69 0.78 -0.80
C -1.78 2.72 2.11
C -3.87 2.17 -0.01
C 0.45 -1.92 4.64
C 5.61 -2.30 -0.39
C -2.78 -2.40 -1.14
C 0.15 4.42 1.17
C -5.21 1.98 -0.29
C 0.14 -5.36 0.91
C 0.69 -4.55 -0.08
H 2.70 -3.36 2.55
H -5.07 -1.12 -1.57
H -5.90 2.79 -0.12
H -1.77 -4.12 -2.07
H 0.90 5.96 3.45
H 5.18 -0.19 -0.40
H -0.17 -2.13 -3.06
H 2.35 -2.85 4.95
H 5.75 -4.44 -0.37
H 1.42 4.99 -1.16
H 0.94 5.08 0.83
H -0.78 6.12 3.98
H -7.53 -0.33 -0.58
H -7.74 1.42 -0.76
H 0.31 -1.69 5.69
H 2.43 3.76 -3.34
H -3.54 3.13 0.37
H -3.62 -2.79 -0.58
H -2.53 2.03 2.49
H 6.68 -2.16 -0.52
H -0.25 6.86 2.46
H 0.77 -6.80 -2.62
H -0.03 -4.96 1.91
H -1.97 4.05 3.76
H -0.21 -8.23 -0.85
H -0.60 -7.31 1.41
H 1.34 -4.45 -2.12
H 3.32 -4.77 -0.05
H -1.11 -1.57 1.65
H -7.32 0.43 -2.16
H -1.41 -1.03 4.05
H 1.38 1.23 -3.22

# 6
# C24H32FN9

A cluster of 10 separate species, C24H32FN9 in total at a distorted geometry (ωB97M-V/def2-TZVPD, the Open Molecules 2025 dataset).

Properties
- frontier orbital gap (alpha / beta) (eV) = 7.9 / 3.6
- ⟨S²⟩ = 0.77
- multiplicity = 2
- LUMO level (alpha / beta) (eV) = -4.790 / -9.151
- HOMO level (alpha / beta) (eV) = -12.72 / -12.72
- total charge = +1

Positions of all 66 atoms, in Å:
F -4.52 -0.92 3.81
N 0.22 -0.40 -4.82
N 6.68 -0.06 -1.31
N -0.08 6.87 -1.82
N 0.13 -0.50 2.01
N -1.39 -3.64 6.52
N 1.14 -2.65 -1.31
N -2.68 2.15 -0.09
N 3.03 2.10 -2.00
N 2.22 2.42 1.26
C -6.02 -1.10 2.09
C 5.74 -0.64 -1.53
C 0.54 0.33 -0.51
C 4.18 0.71 1.01
C 3.06 1.62 1.13
C 5.14 3.71 -1.90
C 1.52 -3.08 -0.29
C -1.45 -1.95 -3.47
C 1.01 4.67 -1.17
C 0.39 5.87 -1.53
C 2.08 -3.63 0.98
C -0.49 -1.10 -4.21
C -3.65 -1.14 1.65
C -1.01 -3.29 5.49
C -0.58 -2.91 4.14
C 3.99 2.80 -1.92
C -5.24 -1.51 -0.13
C -3.88 -1.36 0.27
C -5.27 2.20 0.10
C -4.72 -1.18 2.51
C -3.82 2.15 -0.02
C -6.28 -1.42 0.75
C 4.49 -1.34 -1.83
C 0.28 -0.14 0.92
H -5.70 1.39 -0.47
H 4.92 0.78 1.80
H 0.59 4.45 -0.18
H -1.20 -3.50 3.47
H 3.07 -3.19 1.15
H -5.55 2.11 1.15
H -6.82 -1.04 2.81
H 0.48 -3.10 3.98
H -1.03 -2.94 -3.61
H 1.58 0.47 -0.77
H -2.65 -1.10 2.05
H 0.04 1.28 -0.67
H 4.63 -2.27 -1.28
H -0.81 -1.85 4.01
H 5.56 3.52 -0.91
H 3.57 -0.88 -1.49
H 2.10 4.71 -1.12
H -5.65 3.14 -0.31
H 4.79 4.72 -2.08
H 4.40 -1.68 -2.86
H 2.35 -4.67 0.81
H -0.02 -0.30 -1.20
H 3.70 -0.25 0.84
H 4.62 1.01 0.06
H -1.50 -1.55 -2.46
H -2.46 -1.94 -3.87
H -7.30 -1.50 0.41
H 1.48 -3.44 1.87
H -3.11 -1.38 -0.48
H 0.68 3.87 -1.84
H 5.96 3.30 -2.49
H -5.42 -1.79 -1.16